Formula: CH3HgLiO
Source: OMol25
Level of theory: wB97M-V/def2-TZVPD

Atoms and positions in Å:
O 0.281 0.063 0.129
C -0.482 -0.828 -0.460
Hg -0.502 2.094 1.133
H -0.163 -1.257 -1.412
H -1.331 -1.233 0.092
Li 1.416 1.409 -0.954
H 0.781 -0.249 1.472

## Properties
- multiplicity = 3
- E_LUMO (spin up / spin down) (eV) = -1.20 / -1.30
- frontier orbital gap (spin up / spin down) (eV) = 3.9 / 6.9
- DFT total energy (hartree) = -275.9063
- energy relative to the best compared isomer or geometry (same formula, charge and spin) (eV) = 0.264